C4H11NSi | ωB97M-V with the def2-TZVPD basis set

Computed properties:
**Strongest force on any atom**: 0.18243 hartree/bohr
**SMILES**: C/C=N/[SiH](C)C
**M**: 101.22 g/mol
**E_LUMO (spin up / spin down)**: -0.459 / -0.029 eV
**Energy above the lowest of the compared OMol25 structures with the same formula, charge and spin**: 86.1 kcal/mol
**2S+1**: 1

Atoms and positions in Å:
N -0.44 -0.26 -0.15
H 2.20 1.45 -1.07
H -0.45 2.00 2.03
C 1.56 1.79 -0.26
C -1.85 -2.02 -1.70
H 0.17 -2.49 -0.77
H 0.76 1.26 3.07
H 0.75 2.37 -0.69
H -1.59 -2.14 -2.76
H -2.34 -2.94 -1.39
H 2.15 2.44 0.37
H -2.52 -1.17 -1.60
C -0.64 -1.81 -0.93
H 2.00 -0.55 1.15
C 0.04 1.06 2.28
Si 0.87 0.31 0.74
H -0.72 0.39 2.68

***

C4H11O | ωB97M-V with the def2-TZVPD basis set

Computed properties:
**Strongest force on any atom**: 0.07998 hartree/bohr
**M**: 75.13 g/mol
**E_LUMO (spin up / spin down)**: 0.909 / -1.639 eV
**Energy above the lowest of the compared OMol25 structures with the same formula, charge and spin**: 30.2 kcal/mol
**2S+1**: 2

Atoms and positions in Å:
H 1.41 1.06 1.31
H 2.24 -0.63 -0.15
H 2.26 1.95 -1.06
H -2.09 -2.11 0.77
H -2.27 -0.63 1.44
C 1.44 0.03 -0.48
O -3.89 -0.91 0.17
C -2.98 -1.40 1.01
H 2.90 0.77 -2.21
H -0.11 1.56 0.43
C 2.01 1.09 -1.57
H 0.17 -0.13 1.17
H -3.64 -1.81 1.79
C 0.64 0.66 0.63
H 0.74 -0.63 -1.00
H 1.17 1.10 -2.24

***

C4H11O2Ru | ωB97M-V with the def2-TZVPD basis set

Computed properties:
**Charge**: +1
**Strongest force on any atom**: 0.01963 hartree/bohr
**M**: 192.20 g/mol
**E_LUMO (spin up / spin down)**: -4.218 / -7.584 eV
**2S+1**: 7

Atoms and positions in Å:
C -0.56 0.72 4.54
Ru 0.46 0.29 0.36
C -1.58 -1.01 -2.05
H 0.69 0.48 3.04
H 2.56 0.57 -1.63
H 1.74 1.01 -3.16
O 0.75 0.58 4.01
C 1.91 0.20 -2.43
H -0.47 0.79 5.63
O 0.67 -0.17 -1.82
H -2.09 -0.12 -1.61
H -0.21 -0.30 -3.70
H 2.36 -0.67 -2.91
H -1.46 -1.76 -1.25
H -1.06 1.63 4.17
H -2.24 -1.43 -2.82
H -1.19 -0.15 4.30
C -0.29 -0.66 -2.67

***

C4H11O3 | ωB97M-V with the def2-TZVPD basis set

Computed properties:
**Charge**: -1
**Strongest force on any atom**: 0.02520 hartree/bohr
**M**: 107.13 g/mol
**E_LUMO**: 3.467 eV
**Energy above the lowest of the compared OMol25 structures with the same formula, charge and spin**: 19.7 kcal/mol
**2S+1**: 1

Atoms and positions in Å:
H -3.55 -1.20 -1.17
C 1.40 1.60 0.67
H -2.02 -0.79 -1.31
C 0.96 0.34 -0.03
H -1.02 0.40 0.65
O 2.01 2.58 -0.20
O -0.95 -1.60 -1.22
H 0.08 -0.41 1.74
H 0.77 0.61 -1.06
H 0.39 -2.28 0.18
H 2.03 1.42 1.54
C -0.21 -0.32 0.69
C -0.53 -1.66 0.08
H 2.71 2.15 -0.71
H 0.50 2.11 1.00
O -3.09 -0.37 -1.36
H -1.27 -2.20 0.71
H 1.79 -0.37 -0.20

***

C4H11O3 | ωB97M-V with the def2-TZVPD basis set

Computed properties:
**Charge**: -1
**Strongest force on any atom**: 0.05644 hartree/bohr
**M**: 107.13 g/mol
**E_LUMO**: 3.393 eV
**Energy above the lowest of the compared OMol25 structures with the same formula, charge and spin**: 41.0 kcal/mol
**2S+1**: 1

Atoms and positions in Å:
H -0.88 0.80 -2.44
H -0.76 -4.35 2.97
C -0.30 0.67 -1.46
O 2.06 1.00 0.10
H -0.80 2.20 -0.01
O 0.24 -0.92 0.33
H -0.20 2.95 -1.51
O -1.28 -5.17 2.88
C 1.38 2.18 -0.07
C -0.05 2.05 -0.81
H -0.90 -5.57 2.09
H -1.43 0.15 0.26
H 1.99 3.01 -0.45
H 0.80 0.38 -1.71
C -0.82 -0.38 -0.45
H 1.04 2.40 0.98
H 1.08 -0.17 0.31
H -1.19 -1.25 -0.99

***

C4H11O3P2 | ωB97M-V with the def2-TZVPD basis set

Computed properties:
**Charge**: +1
**Strongest force on any atom**: 0.11288 hartree/bohr
**M**: 169.08 g/mol
**E_LUMO**: -4.307 eV
**Energy above the lowest of the compared OMol25 structures with the same formula, charge and spin**: 0.0 kcal/mol
**2S+1**: 1

Atoms and positions in Å:
O -0.18 -2.35 -0.40
H -0.97 -0.15 1.74
H -2.54 1.19 0.61
C 0.32 1.31 -1.06
H -0.17 -3.40 -0.40
H -0.60 1.37 2.46
H 2.29 -2.05 1.71
O 2.56 -1.88 -0.74
H -1.59 2.57 0.57
P 1.05 0.65 0.55
C -1.59 1.55 0.46
H 2.45 -2.12 -1.62
H -1.62 2.00 -1.77
H 0.64 0.46 -1.75
C -1.22 1.18 -0.99
H 0.93 2.21 -1.17
P 1.05 -1.51 0.11
C -0.64 0.83 1.40
H -1.53 0.12 -1.29
O 1.36 -1.98 1.56

***

C4H11O4 | ωB97M-V with the def2-TZVPD basis set

Computed properties:
**Charge**: -1
**Strongest force on any atom**: 0.03133 hartree/bohr
**M**: 123.13 g/mol
**E_LUMO**: 3.750 eV
**Energy above the lowest of the compared OMol25 structures with the same formula, charge and spin**: 5.6 kcal/mol
**2S+1**: 1

Atoms and positions in Å:
H -2.00 -1.52 -2.30
C 0.88 0.70 0.12
H -1.18 -0.50 -1.80
H 1.76 1.22 0.48
H -2.26 2.16 0.01
O 2.21 -1.17 0.74
H -1.13 3.28 0.25
C -1.17 2.27 -0.09
O 0.11 -1.58 0.02
H 2.31 -2.93 0.98
H -0.82 2.25 -1.12
H 0.95 -3.61 0.94
H 0.03 1.94 1.59
H -1.03 0.65 1.35
C 1.06 -0.83 0.34
C -0.36 1.30 0.80
O 1.89 -3.83 0.98
O -2.01 -0.55 -2.32
H 0.75 0.73 -0.97

***

C4H11O5P3 | ωB97M-V with the def2-TZVPD basis set

Computed properties:
**Strongest force on any atom**: 0.16041 hartree/bohr
**M**: 232.05 g/mol
**E_LUMO (spin up / spin down)**: 0.472 / -3.099 eV
**Energy above the lowest of the compared OMol25 structures with the same formula, charge and spin**: 0.0 kcal/mol
**2S+1**: 3

Atoms and positions in Å:
P 0.20 -0.41 1.84
O 0.32 0.97 1.04
O -1.82 2.26 0.56
C 0.51 2.77 -0.84
O 1.39 -0.61 -1.58
H 2.23 -1.27 2.84
H 1.29 3.00 -0.18
P -0.69 1.62 -0.11
C -1.08 -1.54 -2.68
H -1.78 0.30 2.70
C 1.79 -1.20 1.87
H -1.29 -1.44 3.36
O -0.94 0.50 -1.08
H -0.10 3.72 -1.09
H 2.55 -0.57 1.22
H -0.96 -2.64 -2.64
H 1.65 -2.14 1.44
O -0.32 -1.71 0.00
H 0.78 2.36 -1.82
C -1.10 -0.56 2.77
P 0.00 -0.95 -1.29
H -0.53 -1.24 -3.66
H -2.09 -1.22 -2.66

***

C4H11O5PS | ωB97M-V with the def2-TZVPD basis set

Computed properties:
**Strongest force on any atom**: 0.00645 hartree/bohr
**M**: 202.17 g/mol
**E_LUMO**: 0.221 eV
**Energy above the lowest of the compared OMol25 structures with the same formula, charge and spin**: 0.0 kcal/mol
**2S+1**: 1

Atoms and positions in Å:
C 0.00 0.46 -0.78
O -3.58 0.65 0.39
C 1.79 0.37 1.09
H 0.05 0.71 -1.84
O -2.22 -1.47 0.16
S -5.19 0.17 0.31
H 1.26 -0.58 1.24
C 1.06 1.21 0.02
H 2.72 -0.48 -1.16
H -5.07 -0.91 1.10
H 1.78 0.89 2.05
H -2.14 -1.36 1.12
H 1.80 1.64 -0.65
H 3.04 -1.79 0.02
H 0.55 2.04 0.51
P -2.54 -0.09 -0.59
O -2.92 -0.30 -1.97
O -1.31 0.86 -0.30
H 0.10 -0.62 -0.67
C 3.31 -0.77 -0.28
O 3.14 0.13 0.79
H 4.36 -0.76 -0.56

***

C4H11OP | ωB97M-V with the def2-TZVPD basis set

Computed properties:
**Strongest force on any atom**: 0.06359 hartree/bohr
**SMILES**: CC[C@@](C)(O)P
**M**: 106.10 g/mol
**E_LUMO**: 0.878 eV
**Energy above the lowest of the compared OMol25 structures with the same formula, charge and spin**: 55.2 kcal/mol
**2S+1**: 1

Atoms and positions in Å:
H 0.69 2.28 -0.50
H 0.34 -1.65 1.60
H 1.83 -0.35 0.64
H -0.71 -0.62 -2.14
C 1.13 1.75 0.32
C -0.43 -0.59 0.04
H 2.22 2.01 0.52
H 0.32 -1.80 -1.59
O -0.51 -1.54 1.16
H -1.35 -2.09 -1.15
H 1.47 0.03 -1.13
H -2.97 0.32 0.08
C -0.56 -1.31 -1.26
P -1.68 0.84 0.38
H -1.62 0.41 1.82
H 0.68 2.04 1.24
C 1.16 0.26 -0.04

***

Q: What is the M in the second record?
A: 75.13 g/mol